(1)
Here is one molecule with the formula C25H27N5O4S in a non-equilibrium geometry from OMol25. Energies are from the ωB97M-V functional and the def2-TZVPD basis.

Structure (XYZ):
```
62
Properties=species:S:1:pos:R:3
C 2.8775 0.4701 -2.2897
C 2.2278 1.5551 -1.5238
N 2.8879 2.5704 -1.0316
O 1.9824 3.4205 -0.4613
C 0.7517 2.9195 -0.6022
C -0.4181 3.6435 -0.0750
C 0.8382 1.7169 -1.2555
S -0.5232 0.6411 -1.5867
O -1.5639 1.3971 -2.2110
O -0.0269 -0.5252 -2.2570
N -1.0114 0.2575 -0.0229
C 0.0259 -0.3993 0.7442
C 0.7754 0.6691 1.5265
O 0.2252 1.5966 2.0832
N 2.1321 0.5484 1.5707
C 2.9714 1.5763 2.1980
C 4.3734 1.3755 1.5896
N 4.2448 0.0701 1.0034
C 2.9552 -0.3654 0.9574
N 2.7848 -1.5107 0.3697
C 4.0576 -1.8689 -0.0342
C 4.4843 -2.9953 -0.7221
C 5.8312 -3.1001 -1.0080
C 6.7428 -2.1167 -0.6252
C 6.3431 -0.9860 0.0619
C 4.9953 -0.8727 0.3509
C -2.3483 -0.1980 0.0646
C -2.6688 -1.5434 0.1903
C -3.9939 -1.9332 0.2616
C -5.0236 -1.0045 0.1913
C -6.4637 -1.4495 0.2615
C -7.1582 -0.8503 1.4865
C -7.2099 -1.0786 -1.0217
C -4.6878 0.3373 0.0503
C -3.3684 0.7413 -0.0085
H 2.7378 0.6590 -3.3536
H 3.9428 0.4377 -2.0767
H 2.4085 -0.4843 -2.0650
H -0.1956 4.7032 0.0176
H -1.2611 3.4798 -0.7417
H -0.6667 3.2423 0.9098
H 0.7029 -0.9729 0.1028
H -0.4273 -1.0782 1.4712
H 2.5532 2.5619 1.9894
H 2.9710 1.4228 3.2814
H 5.1606 1.4023 2.3465
H 4.5841 2.1203 0.8130
H 3.7782 -3.7529 -1.0196
H 6.1924 -3.9652 -1.5434
H 7.7862 -2.2417 -0.8725
H 7.0473 -0.2229 0.3562
H -1.8873 -2.2883 0.2181
H -4.2287 -2.9838 0.3605
H -6.4789 -2.5405 0.3613
H -8.1771 -1.2240 1.5616
H -7.1943 0.2339 1.4178
H -6.6227 -1.1185 2.3944
H -7.2565 0.0003 -1.1438
H -6.7040 -1.4992 -1.8877
H -8.2263 -1.4653 -0.9911
H -5.4653 1.0836 -0.0111
H -3.1152 1.7821 -0.1208
```

Calculated values
- HOMO: -8.38 eV
- Relative energy (zero: lowest compared OMol25 entry of this formula, charge and spin): 54.4 kcal per mole
- M: 493.59 g/mol
- SMILES string: Cc1noc(C)c1S(=O)(=O)N(CC(=O)N1CCn2c1nc1ccccc12)c1ccc(C(C)C)cc1
- LUMO energy: 0.680 eV
- Charge: 0
- Electronic energy: -52838.8028 eV
- HOMO-LUMO gap: 0.33287 Eh

Atom charges from the natural (NBO) analysis, given in e for atoms 1 to 6: -0.66, 0.21, -0.17, -0.28, 0.45, -0.70



(2)
Here is C25H27N7O3S5Sr as an isolated structure in a non-equilibrium geometry from OMol25. Energies are from the ωB97M-V functional and the def2-TZVPD basis.

Structure (XYZ):
```
68
Properties=species:S:1:pos:R:3
Sr -0.0571 0.9361 -0.5974
C -4.0380 -0.9644 -1.4472
C -2.5328 -0.9987 -1.2324
O -2.0659 -0.1507 -0.4196
C -1.7911 -1.9479 -1.9365
C -0.3797 -2.1510 -1.8818
C 0.1943 -3.2590 -2.7296
N 0.4029 -1.4013 -1.1574
N 1.7670 -1.7137 -1.1929
C 2.4534 -0.8841 -0.4520
O 2.0396 0.1103 0.2389
C 3.9330 -1.1554 -0.4186
C 4.7108 -0.5094 0.5394
C 6.0750 -0.7560 0.6282
C 6.6872 -1.6320 -0.2577
C 5.9187 -2.2698 -1.2282
C 4.5523 -2.0423 -1.3016
H -4.4762 -0.2731 -0.7302
H -4.4838 -1.9547 -1.3329
H -4.2649 -0.6085 -2.4548
H -2.3404 -2.5956 -2.6093
H -0.5996 -3.8607 -3.1703
H 0.8611 -3.8899 -2.1418
H 0.7948 -2.8183 -3.5286
H 4.2118 0.1862 1.2016
H 6.6622 -0.2504 1.3870
H 7.7525 -1.8216 -0.1944
H 6.3857 -2.9581 -1.9238
H 3.9314 -2.5403 -2.0352
O -0.8257 2.6881 1.3117
C 0.3192 3.0062 2.1031
C -0.0456 2.8593 3.5697
C -0.6083 1.4743 3.9074
C 0.3311 0.3387 3.5807
C 1.5123 0.1480 4.2922
C 2.3342 -0.9177 3.9612
C 1.9563 -1.7574 2.9296
C 0.7749 -1.4778 2.2585
N -0.0242 -0.4624 2.5764
H -0.8685 3.2397 0.5117
H 0.6691 4.0132 1.8746
H 1.1472 2.3287 1.8609
H -0.7870 3.6172 3.8393
H 0.8533 3.0562 4.1650
H -1.5228 1.3146 3.3377
H -0.8641 1.4404 4.9714
H 1.7756 0.8301 5.0927
H 3.2642 -1.0806 4.4942
H 2.5825 -2.5777 2.6041
H 0.4720 -2.0624 1.3969
S -4.6419 1.7865 -6.5967
C -3.4432 1.9225 -5.4204
S -1.9465 1.1086 -5.4778
C -1.2302 1.7017 -3.9974
C -2.0147 2.5546 -3.2822
S -1.7255 3.3965 -1.7827
S -3.5774 2.8714 -4.0099
S 0.3742 1.0882 -3.6592
N 5.5471 1.2973 -2.2973
C 4.2974 1.7933 -2.0115
N 3.2697 1.3192 -2.7070
N 4.2271 2.7490 -1.0963
C 2.9879 3.0569 -0.7493
N 1.9025 3.3241 -0.4494
H 5.5505 0.3349 -2.6078
H 6.1688 1.4288 -1.5129
H 3.3568 0.5078 -3.2942
H 2.3290 1.7100 -2.6382
```

Calculated values
- HOMO: -0.90 eV
- Relative energy (zero: lowest compared OMol25 entry of this formula, charge and spin): 0.0 kcal per mole
- M: 721.49 g/mol
- LUMO energy: 4.087 eV
- Charge: -2
- Electronic energy: -97954.8190 eV
- HOMO-LUMO gap: 0.18337 Eh

Atom charges from the Löwdin analysis, given in e for atoms 1 to 6: 1.26, -0.03, -0.50, -0.25, -0.06, -0.38



(3)
Here is C25H28B2F4N5O4RhS as an isolated structure in a non-equilibrium geometry from OMol25. Energies are from the ωB97M-V functional and the def2-TZVPD basis.

Structure (XYZ):
```
70
Properties=species:S:1:pos:R:3
Rh 0.2950 -0.1402 -1.5501
C -3.8270 0.5464 -2.2618
C -2.4896 -0.0266 -1.9735
N -1.4953 0.6839 -1.5745
O -1.6461 1.9982 -1.4674
B -0.4137 2.7318 -1.9621
F 0.0362 1.9687 -3.0851
F -0.7043 4.0091 -2.1715
O 0.7056 2.6204 -0.9321
N 1.3241 1.4584 -1.0651
C 2.6051 1.4059 -0.9976
C 3.4479 2.5682 -0.6237
C 3.1601 0.0986 -1.4016
N 2.2619 -0.7529 -1.7468
O 2.7678 -1.9189 -2.2922
B 2.0196 -3.0165 -2.1680
F 3.2841 -5.3128 -0.9296
F 2.2416 -3.0756 0.2219
O -0.6128 -3.0452 -1.9808
N -0.9265 -1.7213 -1.9644
C -2.1725 -1.4551 -2.1249
C -3.2102 -2.4638 -2.4563
C 4.6173 -0.1638 -1.4463
H -3.7746 1.6299 -2.2701
H -4.5500 0.2386 -1.5022
H -4.1924 0.1903 -3.2257
H 2.8491 3.4729 -0.6070
H 4.2719 2.6888 -1.3279
H 3.8833 2.4127 0.3668
H -2.8140 -3.4704 -2.4013
H -3.5712 -2.2879 -3.4729
H -4.0642 -2.3707 -1.7840
H 5.1074 0.2556 -0.5678
H 5.0564 0.3114 -2.3285
H 4.8186 -1.2279 -1.5005
C -0.2112 4.1077 3.4338
C -1.3372 3.3479 2.6921
C -1.4863 3.9506 1.3011
C -2.6328 3.5787 3.4895
C -0.9631 1.8754 2.6813
C -0.9157 1.1666 3.9014
C -0.6155 -0.1694 3.9646
C -0.3362 -0.8386 2.7753
S 0.0252 -2.5064 2.5399
C 0.2196 -2.2421 0.8613
N 0.0383 -0.9906 0.4889
C -0.3144 -0.1558 1.5588
C -0.6366 1.2053 1.5150
C 0.8530 -3.3393 0.0606
C 0.5812 -4.7444 0.5514
C 1.1210 -5.7758 -0.0894
C 1.9758 -5.5789 -1.3178
C 1.4320 -4.4147 -2.1452
C 0.6438 -3.3342 -1.4305
H -0.4624 5.1674 3.4752
H 0.7341 3.9911 2.8992
H -0.0861 3.7454 4.4540
H -1.8429 4.9767 1.3798
H -2.2032 3.3982 0.6886
H -0.5362 3.9765 0.7646
H -2.8723 4.6413 3.4888
H -2.5461 3.2592 4.5270
H -3.4648 3.0393 3.0310
H -1.1248 1.6882 4.8248
H -0.5949 -0.6957 4.9095
H -0.6381 1.7273 0.5744
H -0.0354 -4.8816 1.4311
H 0.9880 -6.7867 0.2728
H 2.0168 -6.4836 -1.9204
H 0.9389 -4.7456 -3.0576
```

Calculated values
- HOMO: -14.53 eV
- M: 695.12 g/mol
- LUMO energy: -8.777 eV
- Charge: +2
- Electronic energy: -68070.7625 eV
- HOMO-LUMO gap: 0.21147 Eh

Atom charges from the natural (NBO) analysis, given in e for atoms 1 to 6: 1.09, -0.69, 0.24, -0.05, -0.49, 1.26



(4)
Here is C25H28BCoN7O2 as an isolated structure in a non-equilibrium geometry from OMol25. Energies are from the ωB97M-V functional and the def2-TZVPD basis.

Structure (XYZ):
```
64
Properties=species:S:1:pos:R:3
H 2.4654 -1.3371 -2.2737
N 1.4367 0.3782 -2.9179
B 0.6210 2.4905 -4.0403
N 1.5009 1.2021 -4.0279
C 2.4259 0.7126 -4.8694
Co 0.2811 0.5986 -1.5447
H 2.6155 1.2202 -5.8054
C 2.9884 -0.4311 -4.2964
H 3.7692 -1.0465 -4.7065
C 2.3508 -0.6062 -3.0658
H 0.7015 3.0887 -5.0738
C -0.5899 2.6768 2.7584
H -1.5162 2.4143 3.2713
H -0.5211 2.0824 1.8340
H -0.5883 3.7353 2.4942
N 1.0888 3.3318 -2.8082
N -0.8375 2.0691 -3.6943
N 1.0599 2.7308 -1.5610
N -1.0540 1.2700 -2.5837
C 1.5386 4.6030 -2.6864
C -2.0254 2.3988 -4.2286
H 1.6197 5.2254 -3.5616
H -2.0646 3.0206 -5.1137
C 1.8141 4.8317 -1.3416
C -3.0361 1.8192 -3.4556
C 1.5002 3.6250 -0.6757
C -2.3915 1.1237 -2.4235
H 2.1877 5.7320 -0.8917
H -4.0971 1.9021 -3.6089
H 1.5807 3.3906 0.3800
H -2.7716 0.5577 -1.5822
H 0.2745 2.4377 3.3801
C -1.9259 -5.2095 1.0851
C -2.2555 -3.7834 1.4263
C -3.3622 -3.1724 0.8328
C -3.6784 -1.8373 1.0994
C -2.8345 -1.0819 1.9025
C -1.6710 -1.6664 2.4244
N -0.7842 -0.8286 3.1039
C 0.6043 -0.7496 3.0013
C 1.3350 -0.2425 4.0902
C 2.7123 -0.0695 3.9866
C 3.4045 -0.5118 2.8501
C 2.6953 -1.0788 1.7896
C 1.3055 -1.1016 1.8344
C 0.5505 -1.2862 0.5485
O 0.4847 -2.3759 -0.0240
O -0.0032 -0.1593 0.1588
C -1.4607 -3.0571 2.3203
C -0.4129 -3.7335 3.1370
H -0.9361 -5.2935 0.6206
H -1.9366 -5.8695 1.9596
H -2.6602 -5.5941 0.3737
H -3.9790 -3.7753 0.1634
H -4.5806 -1.3861 0.6826
H -3.0272 -0.0254 2.1078
H -1.2187 -0.1165 3.6836
H 0.8000 0.0120 5.0073
H 3.2543 0.3940 4.8130
H 4.4897 -0.4052 2.7822
H 3.1876 -1.4785 0.9019
H 0.5353 -3.8130 2.5856
H -0.2272 -3.2000 4.0771
H -0.7320 -4.7517 3.3947
```

Calculated values
- HOMO (spin up / spin down): -7.30 / -7.30 eV
- Multiplicity: 4
- <S²>: 3.76
- Relative energy (zero: lowest compared OMol25 entry of this formula, charge and spin): 0.0 kcal per mole
- M: 528.29 g/mol
- LUMO energy (spin up / spin down): 0.601 / 0.031 eV
- Charge: 0
- Electronic energy: -79211.0249 eV
- HOMO-LUMO gap (spin up / spin down): 0.29025 / 0.26929 Eh

Atom charges from the natural (NBO) analysis, given in e for atoms 1 to 6: 0.24, -0.43, 0.55, -0.30, 0.02, 1.47